An isolated molecule of C19H21N7O3S in a non-equilibrium geometry, computed with wB97M-V/def2-TZVPD.

Element x y z (Å)
C -7.7733 -1.8474 -1.7339
C -6.8556 -0.8015 -2.3496
O -5.6562 -0.6419 -1.5920
C -5.7530 0.1532 -0.5018
O -6.7442 0.7718 -0.1973
N -4.6068 0.1614 0.2232
C -3.3695 -0.4528 -0.1926
C -2.3360 0.6391 -0.5133
N -2.1798 1.5019 0.6343
C -1.1192 1.5803 1.4673
O -1.1309 2.2521 2.4779
C 0.1360 0.8140 1.0710
S -0.1185 -0.9753 1.3266
C 1.4396 -1.6017 0.8529
C 1.6530 -3.0076 0.9718
C 2.8583 -3.5230 0.6126
C 3.8341 -2.6254 0.1362
N 5.0702 -2.7912 -0.2853
N 5.5452 -1.6087 -0.6250
C 4.6297 -0.6758 -0.4280
C 4.8259 0.7279 -0.7056
C 6.0569 1.1598 -1.2079
C 6.2308 2.5036 -1.4756
C 5.1705 3.3690 -1.2370
N 4.0029 2.9706 -0.7618
C 3.8343 1.6891 -0.5001
N 3.5046 -1.2744 0.0620
N 2.3287 -0.7575 0.4109
C -3.4258 2.1388 1.0207
C -4.4695 1.0660 1.3443
H -8.6419 -1.9893 -2.3703
H -8.1046 -1.5141 -0.7537
H -7.2495 -2.7947 -1.6286
H -7.3698 0.1630 -2.4088
H -6.5187 -1.1064 -3.3428
H -3.5501 -1.0760 -1.0662
H -2.9902 -1.0745 0.6272
H -1.3947 0.1785 -0.8021
H -2.7026 1.2449 -1.3502
H 0.9444 1.1251 1.7320
H 0.4200 0.9780 0.0324
H 0.8498 -3.6191 1.3478
H 3.0965 -4.5714 0.6763
H 6.8383 0.4346 -1.3735
H 7.1669 2.8753 -1.8620
H 5.2559 4.4296 -1.4330
H 2.8665 1.4133 -0.1073
H -3.2312 2.7625 1.8935
H -3.7765 2.7624 0.1928
H -5.4426 1.5187 1.5361
H -4.1489 0.4963 2.2230

Forces on the atoms, in the same order (eV/Å):
C 0.3 0.3 0.0
C -0.5 0.0 -0.2
O 0.2 0.0 0.2
C 0.1 -0.2 0.0
O -0.4 0.2 -0.1
N 0.1 -0.1 0.0
C 0.3 0.0 -0.3
C -0.1 -0.4 -0.2
N -0.3 0.1 -0.1
C 0.3 -0.1 -0.1
O 0.1 0.1 0.3
C 0.2 -0.4 0.1
S -0.2 0.2 0.2
C 0.4 0.5 -0.2
C 0.4 -0.3 -0.1
C -0.4 0.2 0.1
C 0.1 0.6 -0.1
N -0.4 -1.2 0.3
N 0.3 1.0 -0.2
C -0.2 -0.3 0.1
C 0.0 0.6 -0.1
C -0.2 0.0 0.1
C -0.1 -0.1 0.0
C 0.2 0.0 -0.1
N -0.2 0.5 0.0
C 0.0 -0.4 0.1
N 0.8 -1.2 -0.1
N -0.8 0.4 0.2
C -0.2 0.1 0.4
C -0.1 0.4 0.0
H -0.1 0.0 -0.1
H -0.1 0.0 0.1
H 0.0 -0.1 0.0
H 0.1 -0.2 -0.1
H 0.0 0.1 0.1
H 0.1 0.0 0.1
H 0.0 0.0 -0.1
H 0.0 0.1 0.0
H 0.1 -0.1 0.0
H -0.1 0.1 -0.1
H 0.0 0.1 0.0
H 0.0 -0.2 0.0
H 0.0 -0.1 0.0
H 0.1 0.0 0.0
H 0.1 0.0 0.0
H 0.1 0.1 0.0
H 0.0 -0.1 0.0
H -0.1 0.0 -0.2
H 0.0 0.0 0.0
H 0.1 -0.1 0.0
H 0.0 0.1 0.0

* lowest unoccupied orbital energy: -0.014 hartree
* orbital gap: 8.3 eV



A structure of composition H20HeNeO10 in a non-equilibrium geometry, computed with wB97M-V/def2-TZVPD.

Element x y z (Å)
He 2.9547 1.6856 -0.1882
Ne -0.1689 0.8474 0.1133
O -1.4604 3.6478 -0.0082
H -2.0160 3.2812 0.6796
H -0.6148 3.7906 0.4171
O -1.7709 2.1552 -2.1143
H -2.7180 2.2389 -2.2242
H -1.5602 2.7451 -1.3905
O 2.4111 0.4976 2.4129
H 2.4108 0.4933 1.4557
H 3.3308 0.6124 2.6521
O -0.0384 -0.6250 3.4819
H 0.0469 -1.0352 4.3425
H 0.8573 -0.3923 3.2371
O 0.8740 -2.4572 -0.1084
H 1.1468 -2.0013 -0.9046
H 0.6263 -3.3326 -0.4060
O -2.4323 -2.6969 -0.0665
H -2.8153 -1.8204 -0.1038
H -1.7737 -2.7007 -0.7610
O 1.5242 -1.5175 -2.6953
H 2.2036 -1.6927 -3.3464
H 1.1681 -0.6644 -2.9435
O -4.3283 -0.2446 0.8222
H -3.7709 0.5316 0.8762
H -5.2103 0.1021 0.6878
O 0.7192 1.1500 -3.4540
H 1.4179 1.6812 -3.0720
H -0.0703 1.4180 -2.9839
O 3.1317 -2.2716 1.8970
H 2.3175 -1.9367 1.5212
H 3.6077 -1.4889 2.1743

Forces on the atoms, in the same order (eV/Å):
He 0.0 0.0 -0.1
Ne 0.0 0.0 0.0
O 0.0 0.4 0.2
H -0.2 -0.1 0.2
H 0.3 0.1 0.1
O 0.0 -0.7 -0.8
H -0.1 -0.1 -0.3
H 0.2 0.4 0.5
O -0.1 0.2 0.1
H -0.1 0.0 -0.3
H 0.2 0.2 0.2
O -0.4 0.1 0.0
H -0.1 -0.2 0.1
H 0.4 0.1 -0.2
O -0.2 0.2 0.6
H 0.3 0.1 -0.6
H 0.0 -0.2 0.1
O -0.1 -0.3 0.0
H -0.3 0.3 0.2
H 0.3 0.0 -0.1
O 0.1 -0.5 0.2
H 0.2 -0.2 -0.1
H -0.4 0.8 -0.3
O 0.1 -0.2 -0.1
H 0.2 0.1 0.1
H -0.3 0.0 -0.1
O 0.4 -0.4 -0.2
H 0.2 0.2 0.0
H -0.8 0.2 0.2
O 0.5 -0.3 0.1
H -0.5 -0.2 -0.3
H 0.0 0.0 0.1

* lowest unoccupied orbital energy: -0.006 hartree
* orbital gap: 10.2 eV
* ΔE to the lowest compared entry with this formula, charge and spin: 9.1 kcal/mol



A cluster of 2 separate species, C3H10O2 in total in a non-equilibrium geometry, computed with wB97M-V/def2-TZVPD.

Element x y z (Å)
C -0.3895 0.1561 1.3516
C -0.9866 0.3412 -0.0587
C -0.7420 -0.7285 -1.1047
O -0.4398 1.5656 -0.6153
H -0.9389 0.9288 1.8776
H 0.6717 0.3713 1.2808
H -0.4939 -0.8543 1.7402
H -2.0650 0.5255 -0.0121
H 0.3227 -0.9500 -1.1444
H -0.9996 -0.5442 -2.1386
H -1.4028 -1.5356 -0.7989
H -0.2544 2.2243 0.0567
O 2.3800 -0.4560 -0.3432
H 2.5253 -1.3456 -0.1358
H 2.8130 0.3014 0.0448

Forces on the atoms, in the same order (eV/Å):
C -0.5 0.0 -1.5
C 0.3 1.3 -1.1
C 0.2 -0.4 0.7
O 0.1 -0.2 -0.3
H 0.3 -0.2 1.0
H 0.1 0.1 0.1
H -0.4 0.1 0.2
H -0.1 -0.3 0.4
H -0.1 -0.5 0.3
H -0.4 0.9 -0.1
H 0.4 -0.7 0.0
H -0.1 -0.1 0.3
O -1.6 2.1 -1.9
H 1.2 -1.3 1.3
H 0.6 -0.9 0.6

* lowest unoccupied orbital energy: 0.030 hartree
* orbital gap: 10.6 eV
* ΔE to the lowest compared entry with this formula, charge and spin: 18.0 kcal/mol



A structure of composition C6H2N3O7STl, computed with wB97M-V/def2-TZVPD.

Element x y z (Å)
Tl -2.5743 -2.7300 0.9240
S -2.5634 -0.3108 2.1568
O 2.5786 2.6530 1.0052
N 2.0018 2.4001 -0.0524
O 2.1050 3.1310 -1.0411
C 1.1709 1.2365 -0.1151
C 0.5067 0.9611 -1.2866
C -0.2177 -0.2123 -1.3770
C -0.1242 -1.2511 -0.3543
O -0.3425 -2.4440 -0.5723
C 0.2857 -0.7291 0.9794
C 0.9668 0.4390 1.0492
N -0.0986 -1.3398 2.2220
O -0.9604 -0.4505 2.9004
O -0.6144 -2.5980 2.1730
N -1.0631 -0.3852 -2.5312
O -1.9779 -1.1882 -2.4719
O -0.8806 0.3497 -3.5108
H 0.5249 1.6554 -2.1112
H 1.2769 0.8133 2.0139

Forces on the atoms, in the same order (eV/Å):
Tl 0.0 -0.1 0.4
S 0.2 0.1 0.0
O 0.1 0.0 0.0
N -0.5 -0.1 0.2
O 0.1 0.0 -0.1
C 0.3 0.3 0.2
C -0.1 -0.1 -0.1
C 0.2 0.0 -0.1
C 0.1 0.1 0.4
O -0.3 -0.1 -0.3
C -0.6 0.0 -0.5
C 0.1 0.1 -0.1
N 0.6 -0.3 0.4
O -0.4 0.0 -0.1
O -0.1 0.3 -0.3
N 0.1 0.3 0.3
O 0.0 -0.1 -0.2
O 0.0 -0.2 0.0
H 0.0 0.0 0.0
H 0.1 0.0 0.0

* lowest unoccupied orbital energy: 0.180 hartree
* orbital gap: 5.3 eV
* net charge: -2



Question: Which of these has the lowest orbital gap?
Answer: C6H2N3O7STl